C34H40BN3O5 | ωB97M-V/def2-TZVPD

## Properties
E_LUMO   -0.098 Eh
Energy   -1884.81879 Ha
Highest occupied orbital energy   -5.722 eV
HOMO-LUMO gap   3.063 eV
Spin multiplicity   1

Each atom is followed by the atoms it is bonded to, with distances in Å.
Atoms and positions in Å:
1 C 2.781 -1.374 6.295  C2 1.451, H16 1.092, H17 1.096, H18 1.090
2 C 2.099 -1.888 5.121  C1 1.451, C3 1.385, O15 1.367
3 C 1.558 -3.134 4.854  C2 1.385, C4 1.413, H19 1.088
4 C 1.233 -3.123 3.479  C3 1.413, C5 1.412, H20 1.082
5 C 1.590 -1.863 2.952  C4 1.412, B6 1.677, O15 1.377
6 B 2.270 -1.511 1.460  C5 1.677, O7 1.471, O12 1.447, O14 1.450
7 O 3.625 -1.696 2.000  B6 1.471, C8 1.406
8 C 4.503 -1.572 0.909  O7 1.406, C9 1.569, H21 1.112, H22 1.103
9 C 3.695 -1.512 -0.435  C8 1.569, C10 1.519, C11 1.589, C13 1.571
10 C 4.748 -1.690 -1.516  C9 1.519, H23 1.095, H24 1.100, H25 1.090
11 C 2.855 -0.176 -0.247  C9 1.589, O12 1.404, H26 1.106, H27 1.125
12 O 2.069 -0.185 0.916  B6 1.447, C11 1.404
13 C 2.624 -2.659 -0.492  C9 1.571, O14 1.417, H28 1.110, H29 1.105
14 O 1.784 -2.610 0.648  B6 1.450, C13 1.417
15 O 2.062 -1.106 4.001  C2 1.367, C5 1.377
16 H 2.619 -2.056 7.133  C1 1.092
17 H 3.862 -1.307 6.134  C1 1.096
18 H 2.420 -0.384 6.576  C1 1.090
19 H 1.468 -3.955 5.562  C3 1.088
20 H 0.815 -3.943 2.910  C4 1.082
21 H 5.112 -0.649 1.029  C8 1.112
22 H 5.179 -2.444 0.927  C8 1.103
23 H 4.376 -1.921 -2.519  C10 1.095
24 H 5.414 -0.816 -1.557  C10 1.100
25 H 5.395 -2.504 -1.187  C10 1.090
26 H 3.496 0.725 -0.226  C11 1.106
27 H 2.082 -0.037 -1.052  C11 1.125
28 H 1.958 -2.555 -1.374  C13 1.110
29 H 3.113 -3.650 -0.509  C13 1.105
30 C 5.812 4.636 -6.438  N31 1.443, H58 1.089, H59 1.093, H60 1.091
31 N 5.747 3.680 -5.359  C30 1.443, C32 1.359, C55 1.452
32 C 6.849 3.403 -4.612  N31 1.359, O33 1.230, C34 1.522
33 O 7.924 3.997 -4.683  C32 1.230
34 C 6.490 2.209 -3.738  C32 1.522, C35 1.547, N45 1.478, H61 1.113
35 C 7.002 2.288 -2.281  C34 1.547, C36 1.487, H62 1.107, H63 1.102
36 C 8.476 2.461 -2.179  C35 1.487, C37 1.392, C44 1.442
37 C 9.494 1.569 -2.505  C36 1.392, N38 1.389, H64 1.085
38 N 10.720 2.204 -2.357  C37 1.389, C39 1.393, H65 1.015
39 C 10.506 3.500 -1.894  N38 1.393, C40 1.393, C44 1.422
40 C 11.430 4.509 -1.632  C39 1.393, C41 1.410, H66 1.088
41 C 10.925 5.754 -1.205  C40 1.410, C42 1.405, H67 1.090
42 C 9.541 5.955 -1.067  C41 1.405, C43 1.401, H68 1.093
43 C 8.623 4.934 -1.346  C42 1.401, C44 1.398, H69 1.089
44 C 9.104 3.686 -1.752  C36 1.442, C39 1.422, C43 1.398
45 N 5.017 2.147 -3.840  C34 1.478, C46 1.375, C55 1.493
46 C 4.341 1.042 -3.378  N45 1.375, C47 1.393, H70 1.096
47 C 2.996 0.955 -3.028  C46 1.393, C48 1.458, H71 1.101
48 C 2.238 -0.269 -2.797  C47 1.458, C49 1.474, H72 1.072
49 C 0.823 -0.413 -3.182  C48 1.474, C50 1.412, C54 1.412
50 C 0.379 -1.721 -3.476  C49 1.412, C51 1.392, H73 1.096
51 C -0.922 -2.016 -3.874  C50 1.392, C52 1.395, H74 1.091
52 C -1.832 -0.963 -3.974  C51 1.395, C53 1.401, H75 1.083
53 C -1.434 0.344 -3.665  C52 1.401, C54 1.402, H76 1.098
54 C -0.123 0.633 -3.260  C49 1.412, C53 1.402, H77 1.092
55 C 4.522 3.020 -4.946  N31 1.452, N45 1.493, C56 1.539, C57 1.539
56 C 3.507 4.062 -4.446  C55 1.539, H78 1.097, H79 1.100, H80 1.094
57 C 3.880 2.233 -6.103  C55 1.539, H81 1.103, H82 1.097, H83 1.104
58 H 6.858 4.892 -6.602  C30 1.089
59 H 5.385 4.198 -7.343  C30 1.093
60 H 5.242 5.536 -6.202  C30 1.091
61 H 6.930 1.312 -4.227  C34 1.113
62 H 6.489 3.115 -1.753  C35 1.107
63 H 6.723 1.345 -1.783  C35 1.102
64 H 9.415 0.555 -2.883  C37 1.085
65 H 11.625 1.780 -2.541  N38 1.015
66 H 12.498 4.331 -1.743  C40 1.088
67 H 11.602 6.578 -0.976  C41 1.090
68 H 9.159 6.922 -0.730  C42 1.093
69 H 7.543 5.052 -1.270  C43 1.089
70 H 5.005 0.171 -3.338  C46 1.096
71 H 2.447 1.882 -2.800  C47 1.101
72 H 2.780 -1.095 -3.214  C48 1.072
73 H 1.110 -2.536 -3.429  C50 1.096
74 H -1.200 -3.051 -4.078  C51 1.091
75 H -2.850 -1.196 -4.261  C52 1.083
76 H -2.192 1.137 -3.716  C53 1.098
77 H 0.140 1.657 -2.989  C54 1.092
78 H 3.951 4.717 -3.686  C56 1.097
79 H 3.182 4.692 -5.287  C56 1.100
80 H 2.629 3.547 -4.044  C56 1.094
81 H 4.599 1.486 -6.481  C57 1.103
82 H 2.981 1.712 -5.755  C57 1.097
83 H 3.575 2.921 -6.911  C57 1.104